1.
C5H15NO | ωB97M-V/def2-TZVPD

```
22
Properties=species:S:1:pos:R:3
N -0.24 -0.29 0.12
C -0.42 -1.60 0.68
C -0.68 0.94 -1.93
C 0.78 0.90 2.10
C -1.22 -0.09 -0.93
C -0.47 0.73 1.11
H -0.47 -2.40 -0.07
H -1.32 -1.67 1.32
H 0.47 -1.74 1.31
H -0.52 1.89 -1.38
H -1.43 1.12 -2.72
H 0.27 0.65 -2.41
H 0.85 0.06 2.80
H 0.59 1.83 2.67
H 1.75 1.01 1.57
H -2.20 0.14 -0.47
H -1.32 -1.06 -1.47
H -0.58 1.71 0.61
H -1.43 0.50 1.62
O 2.78 -0.78 -1.21
H 1.80 -0.79 -1.17
H 2.99 -1.07 -2.13
```

- LUMO energy (Ha) = 0.035
- HOMO energy (eV) = -9.0
- F_max (Eh/bohr) = 0.0469
- orbital gap (eV) = 9.959
- relative energy (zero: lowest compared OMol25 entry of this formula, charge and spin) (eV) = 1.071

***

2.
C5H15NO | ωB97M-V/def2-TZVPD

```
22
Properties=species:S:1:pos:R:3
C -2.92 -0.52 1.05
C -1.90 -0.35 2.09
N 0.15 1.06 -0.11
C 1.28 -1.04 0.14
C 0.31 -0.24 -0.73
C 0.87 -0.09 -2.24
H -1.79 -0.05 0.84
H -3.85 0.14 1.10
H -3.15 -1.60 0.72
H -1.70 0.55 2.66
H -1.24 -1.14 2.37
H -0.69 1.45 -0.55
H 2.24 -0.52 0.20
H 0.93 -0.96 1.16
H 1.43 -2.06 -0.23
H -0.59 -0.81 -0.79
H 1.70 0.48 -2.14
H 1.21 -1.02 -2.64
H 0.25 0.60 -2.91
H 1.70 1.73 -0.10
H 3.06 2.66 0.08
O 2.70 1.74 0.02
```

- LUMO energy (Ha) = -0.066
- HOMO energy (eV) = -6.8
- F_max (Eh/bohr) = 0.0681
- orbital gap (eV) = 5.032
- relative energy (zero: lowest compared OMol25 entry of this formula, charge and spin) (eV) = 7.305

***

3.
C5H15NO | ωB97M-V/def2-TZVPD

```
22
Properties=species:S:1:pos:R:3
C 0.65 -1.50 0.90
C -0.17 -1.77 -0.37
N -0.59 -0.63 -1.21
C -1.61 0.28 -0.77
C -1.25 1.25 0.43
C 0.58 0.00 -1.83
H 0.01 -1.02 1.65
H 1.54 -0.88 0.83
H 0.92 -2.46 1.36
H 0.39 -2.44 -1.02
H -1.07 -2.31 -0.07
H -1.87 1.02 -1.53
H -2.46 -0.36 -0.55
H -2.04 1.36 1.16
H -0.38 0.81 0.89
H -0.88 2.22 0.10
H 0.26 0.97 -2.21
H 1.37 0.23 -1.11
H 1.01 -0.59 -2.65
H 1.57 1.25 1.89
H 1.94 2.53 2.46
O 2.06 2.03 1.65
```

- LUMO energy (Ha) = 0.031
- HOMO energy (eV) = -8.1
- F_max (Eh/bohr) = 0.0309
- orbital gap (eV) = 8.939
- relative energy (zero: lowest compared OMol25 entry of this formula, charge and spin) (eV) = 1.419

***

4.
C5H15NO | ωB97M-V/def2-TZVPD

```
22
Properties=species:S:1:pos:R:3
C 0.75 0.88 2.18
N 0.60 -0.25 1.32
C -0.18 -0.04 0.10
C -0.01 -1.33 -0.74
C 1.26 -1.32 -1.54
C -1.11 -1.35 -1.86
H 1.13 1.71 1.59
H -0.10 1.33 2.68
H 1.73 0.73 2.89
H 0.40 -1.04 1.82
H -1.31 0.08 0.34
H 0.28 0.76 -0.57
H -0.06 -2.25 -0.18
H 1.36 -2.24 -2.09
H 1.57 -0.50 -2.20
H 2.10 -1.28 -0.82
H -1.77 -2.15 -1.52
H -1.65 -0.38 -1.97
H -0.65 -1.64 -2.81
H -1.58 2.69 0.95
H -0.97 4.09 1.10
O -1.80 3.50 1.34
```

- LUMO energy (alpha / beta) (Ha) = -0.117 / -0.310
- 2S+1 = 2
- HOMO energy (alpha / beta) (eV) = -15.0 / -15.0
- F_max (Eh/bohr) = 0.1017
- total charge = +1
- orbital gap (alpha / beta) (eV) = 11.774 / 6.535
- relative energy (zero: lowest compared OMol25 entry of this formula, charge and spin) (eV) = 2.245

***

5.
C5H15NO | ωB97M-V/def2-TZVPD

```
22
Properties=species:S:1:pos:R:3
C 0.60 1.61 0.50
C 0.60 0.07 0.52
C -0.79 -0.49 0.11
C -0.76 -2.01 0.21
C -1.87 0.04 1.09
N 0.35 2.19 -0.79
H 1.66 1.81 0.68
H -0.04 2.07 1.26
H 1.32 -0.28 -0.23
H 0.90 -0.27 1.50
H -1.04 -0.16 -0.88
H -1.68 -2.44 -0.16
H -0.45 -2.39 1.18
H -0.03 -2.37 -0.53
H -2.78 -0.53 0.88
H -2.15 1.06 0.84
H -1.54 -0.06 2.12
H 1.14 2.81 -1.00
H -0.41 2.89 -0.83
H 1.72 -1.22 -2.67
H 2.96 -0.82 -1.86
O 2.28 -1.50 -1.94
```

- LUMO energy (alpha / beta) (Ha) = -0.129 / -0.333
- 2S+1 = 2
- HOMO energy (alpha / beta) (eV) = -14.8 / -14.8
- F_max (Eh/bohr) = 0.0693
- total charge = +1
- orbital gap (alpha / beta) (eV) = 11.286 / 5.731
- relative energy (zero: lowest compared OMol25 entry of this formula, charge and spin) (eV) = 1.486

***

6.
C5H15NO2 | ωB97M-V/def2-TZVPD

```
23
Properties=species:S:1:pos:R:3
C 1.11 -0.77 1.62
N 1.73 -0.71 0.26
C 0.85 0.03 -0.75
C -0.66 0.08 -0.73
C -1.23 -1.36 -0.79
O -1.36 0.83 0.30
C 1.28 1.54 -0.99
H 1.20 0.26 2.27
H 0.14 -1.21 1.74
H 1.83 -1.43 2.19
H -0.32 -3.26 2.59
H 0.97 -0.46 -1.84
H -0.94 0.50 -1.69
H -1.40 -1.61 -1.81
H -0.47 -2.04 -0.27
H -2.22 -1.33 -0.43
H -1.46 1.81 -0.16
H 1.47 1.64 -2.08
H 2.37 1.64 -0.52
H 0.61 2.31 -0.78
H -1.97 3.82 -0.65
H -0.13 -3.38 3.32
O -1.38 3.10 -0.80
```

- LUMO energy (alpha / beta) (Ha) = 0.150 / 0.116
- 2S+1 = 2
- HOMO energy (alpha / beta) (eV) = -3.9 / -3.9
- F_max (Eh/bohr) = 0.1058
- total charge = -1
- orbital gap (alpha / beta) (eV) = 8.001 / 7.061
- relative energy (zero: lowest compared OMol25 entry of this formula, charge and spin) (eV) = 3.107

***

7.
C5H15NO2 | ωB97M-V/def2-TZVPD

```
23
Properties=species:S:1:pos:R:3
C -1.39 -2.90 0.75
C -1.83 -1.56 1.31
C -0.75 -0.48 1.49
C -0.74 0.72 0.58
C -1.39 0.81 -0.58
N -1.35 1.86 -1.51
H -1.17 -3.75 1.41
H -0.43 -2.77 0.24
H -2.17 -3.27 0.08
H -2.55 -1.14 0.61
H -2.43 -1.65 2.23
H -0.66 -0.15 2.53
H 0.25 -0.94 1.32
H -0.04 1.53 0.79
H -2.11 0.03 -0.80
H -2.26 2.10 -1.86
H -0.57 2.49 -1.49
H 5.41 -2.62 0.42
H 4.05 -2.65 1.07
O 4.88 -3.15 1.04
H 0.41 4.19 -2.48
H 1.88 4.63 -1.93
O 1.26 4.61 -2.68
```

- LUMO energy (alpha / beta) (Ha) = 0.117 / 0.123
- 2S+1 = 2
- HOMO energy (alpha / beta) (eV) = 1.0 / -4.7
- F_max (Eh/bohr) = 0.0319
- total charge = -1
- orbital gap (alpha / beta) (eV) = 2.226 / 8.028
- relative energy (zero: lowest compared OMol25 entry of this formula, charge and spin) (eV) = 1.323

***

8.
C5H15NO2 | ωB97M-V/def2-TZVPD

```
23
Properties=species:S:1:pos:R:3
C -0.26 0.52 -0.79
N 0.32 0.54 0.53
C -0.41 1.38 1.47
C 0.56 -0.89 0.87
C 1.08 -1.50 -0.44
C 0.53 -0.58 -1.54
H -0.18 1.47 -1.31
H -1.33 0.27 -0.78
H -1.34 0.92 1.81
H -0.54 2.40 1.13
H 0.18 1.46 2.39
H -0.29 -1.48 1.23
H 1.34 -0.92 1.64
H 0.70 -2.54 -0.55
H 2.11 -1.78 -0.49
H 1.36 -0.13 -2.09
H -0.15 -1.05 -2.25
H 2.10 0.75 0.41
H 3.49 0.82 -0.30
O 3.05 0.42 0.46
H -4.17 0.73 -0.22
H -4.39 -0.66 -0.85
O -3.77 -0.15 -0.31
```

- LUMO energy (Ha) = 0.022
- HOMO energy (eV) = -8.7
- F_max (Eh/bohr) = 0.0494
- orbital gap (eV) = 9.295
- relative energy (zero: lowest compared OMol25 entry of this formula, charge and spin) (eV) = 1.127

***

9.
C5H15NO2 | ωB97M-V/def2-TZVPD

```
23
Properties=species:S:1:pos:R:3
C 0.19 -1.12 -1.26
N 1.16 -1.19 -0.16
C 1.32 -0.03 0.72
C -0.05 0.59 0.89
C -0.65 0.39 2.26
O -0.16 2.01 0.56
C -1.04 -1.90 -0.89
H 0.21 0.00 -1.47
H 0.30 -1.66 -2.39
H 2.07 -1.78 -0.36
H 2.06 0.73 0.38
H 1.71 -0.37 1.71
H -0.61 0.34 0.02
H -1.16 -0.59 2.37
H -1.50 1.09 2.35
H -0.04 0.48 3.10
H 0.69 2.36 0.73
H -1.34 -1.64 0.09
H -1.93 -1.82 -1.51
H -0.84 -2.86 -1.05
H 0.69 2.21 -2.27
H -0.80 2.40 -1.51
O -0.27 2.36 -2.29
```

- LUMO energy (Ha) = 0.029
- HOMO energy (eV) = -8.6
- F_max (Eh/bohr) = 0.0770
- orbital gap (eV) = 9.422
- relative energy (zero: lowest compared OMol25 entry of this formula, charge and spin) (eV) = 3.505

***

10.
C5H15NO2 | ωB97M-V/def2-TZVPD

```
23
Properties=species:S:1:pos:R:3
C 0.56 0.55 0.29
N 0.58 -1.38 -1.13
C -0.36 -0.41 -0.53
C -2.61 0.18 1.32
C -2.26 -0.67 2.40
C -1.75 -1.95 2.54
H 1.36 0.11 0.82
H -0.09 1.15 0.92
H 1.00 1.11 -0.56
H 0.09 -1.87 -1.89
H -0.97 0.20 -1.22
H -1.06 -1.01 0.00
H -2.99 -0.15 0.33
H -2.44 1.23 1.51
H -2.32 -0.13 3.36
H -1.51 -2.25 3.56
H -1.76 -2.73 1.76
H 2.92 0.12 -2.69
H 1.43 -0.75 -1.50
O 2.65 0.29 -1.75
H 2.19 1.69 -1.86
H 2.08 3.03 -2.65
O 1.92 2.68 -1.76
```

- LUMO energy (Ha) = -0.156
- HOMO energy (eV) = -7.5
- F_max (Eh/bohr) = 0.0650
- orbital gap (eV) = 3.230
- relative energy (zero: lowest compared OMol25 entry of this formula, charge and spin) (eV) = 7.986

***

11.
C5H15NO2 | ωB97M-V/def2-TZVPD

```
23
Properties=species:S:1:pos:R:3
C 0.98 0.00 -2.59
N 0.43 0.43 -1.28
C -0.65 -0.41 -0.79
C -1.51 0.51 0.27
C -1.93 1.99 -0.03
O -0.65 0.69 1.36
C -0.21 -1.83 -0.19
H 0.74 -1.03 -2.80
H 2.09 0.24 -2.67
H 0.49 0.46 -3.45
H 1.10 0.53 -0.54
H -1.34 -0.57 -1.68
H -2.35 -0.21 0.67
H -1.54 2.63 0.86
H -3.01 2.21 -0.24
H -1.29 2.45 -0.80
H 0.12 1.29 0.99
H 0.72 -2.13 -0.72
H -0.25 -1.65 0.89
H -0.87 -2.68 -0.56
H 2.65 -0.27 3.04
H 2.30 -1.76 3.32
O 2.82 -1.21 2.72
```

- LUMO energy (Ha) = 0.027
- HOMO energy (eV) = -8.7
- F_max (Eh/bohr) = 0.0681
- orbital gap (eV) = 9.432
- relative energy (zero: lowest compared OMol25 entry of this formula, charge and spin) (eV) = 2.660

***

12.
C5H15NO2 | ωB97M-V/def2-TZVPD

```
23
Properties=species:S:1:pos:R:3
C 2.28 -0.11 -1.05
C 0.83 -0.58 -0.75
N -0.18 0.39 -1.22
C -0.10 1.61 -0.45
C -1.48 -0.26 -1.06
C -1.85 -1.03 0.24
O -1.19 -2.20 0.40
H 2.75 -0.03 -0.08
H 2.81 -0.75 -1.73
H 2.33 0.90 -1.44
H 0.48 -1.62 -0.76
H 0.79 -0.60 0.35
H -1.12 1.99 -0.31
H 0.55 2.26 -1.04
H 0.24 1.22 0.69
H -1.67 -0.95 -1.89
H -2.26 0.52 -1.06
H -1.64 -0.24 1.01
H -2.95 -1.14 0.13
H 0.51 1.78 2.66
H -0.15 -0.98 2.98
H 0.20 -1.32 2.42
O 0.81 1.15 1.98
```

- LUMO energy (alpha / beta) (Ha) = -0.316 / -0.317
- 2S+1 = 2
- HOMO energy (alpha / beta) (eV) = -14.8 / -14.5
- F_max (Eh/bohr) = 0.1172
- total charge = +1
- orbital gap (alpha / beta) (eV) = 6.236 / 5.875
- relative energy (zero: lowest compared OMol25 entry of this formula, charge and spin) (eV) = 9.032